# 1
Computed, not measured: a cluster of 8 separate species, C36H45N8O2 in total at a distorted geometry, with ωB97M-V/def2-TZVPD.

Total energy ... -54068.60469 eV
Total charge ... +1

XYZ file:
```
91
C36H45N8O2 | the Open Molecules 2025 dataset | ωB97M-V/def2-TZVPD
O 1.113 -4.240 -0.183
C 1.083 -3.756 -1.255
O -0.036 -3.113 -1.708
C 0.262 -1.762 -2.111
C -1.037 -1.099 -2.655
C -2.227 -1.918 -2.262
C -2.907 -1.666 -1.078
C -3.972 -2.469 -0.723
C -4.354 -3.512 -1.561
C -3.662 -3.727 -2.723
N -2.622 -2.929 -3.049
H 1.928 -3.807 -1.955
H 0.580 -1.232 -1.218
H 1.038 -1.792 -2.873
H -1.117 -0.130 -2.183
H -0.983 -0.977 -3.733
H -2.569 -0.858 -0.454
H -4.472 -2.271 0.210
H -5.173 -4.155 -1.283
H -3.896 -4.532 -3.398
H -2.082 -3.086 -3.889
N 3.151 -0.792 0.723
C 3.976 -0.522 1.779
C 4.409 0.770 1.650
C 3.828 1.300 0.462
C 3.056 0.315 -0.086
H 2.690 -1.669 0.569
H 4.180 -1.267 2.530
H 5.075 1.280 2.327
H 3.960 2.293 0.064
H 2.448 0.308 -0.975
N -2.255 -4.481 -6.252
C -1.179 -3.886 -6.869
C -1.214 -4.234 -8.189
C -2.351 -5.068 -8.380
C -2.975 -5.202 -7.173
H -2.479 -4.408 -5.283
H -0.486 -3.272 -6.318
H -0.505 -3.928 -8.939
H -2.672 -5.517 -9.304
H -3.861 -5.743 -6.889
N 4.026 -5.070 -3.691
C 5.131 -4.636 -4.376
C 6.221 -4.821 -3.572
C 5.762 -5.396 -2.355
C 4.405 -5.537 -2.456
H 3.088 -5.055 -4.044
H 5.045 -4.237 -5.372
H 7.239 -4.579 -3.828
H 6.362 -5.676 -1.506
H 3.682 -5.934 -1.762
N 2.672 3.163 2.964
C 1.589 3.803 2.431
C 1.230 4.813 3.285
C 2.138 4.782 4.377
C 3.016 3.754 4.148
H 3.137 2.373 2.541
H 1.166 3.487 1.493
H 0.408 5.495 3.141
H 2.147 5.438 5.232
H 3.850 3.395 4.725
N 4.208 -4.184 2.117
C 3.782 -4.217 3.420
C 4.849 -4.574 4.199
C 5.962 -4.762 3.334
C 5.536 -4.512 2.058
H 3.632 -3.958 1.328
H 2.762 -3.987 3.677
H 4.835 -4.690 5.269
H 6.960 -5.047 3.619
H 6.060 -4.538 1.118
N -1.862 7.792 3.173
C -1.769 7.770 1.809
C -2.980 7.366 1.312
C -3.839 7.137 2.421
C -3.121 7.411 3.554
H -1.122 8.048 3.800
H -0.854 8.042 1.312
H -3.224 7.248 0.269
H -4.866 6.812 2.391
H -3.394 7.367 4.595
N -7.669 8.796 4.767
C -8.691 7.917 5.002
C -8.161 6.655 5.029
C -6.762 6.779 4.802
C -6.491 8.112 4.646
H -7.769 9.791 4.693
H -9.702 8.263 5.130
H -8.712 5.745 5.193
H -6.039 5.980 4.760
H -5.566 8.630 4.460
```

Atomic partial charges in e from the Löwdin method, atoms 1 to 2: number 1, O, carries 0.14; number 2, C, carries -0.34


# 2
Computed, not measured: a structure of composition C36H45N9 at a distorted geometry, with ωB97M-V/def2-TZVPD.

Energy relative to the best compared isomer or geometry (same formula, charge and spin) ... 147.26 kcal/mol

XYZ file:
```
90
C36H45N9 | the Open Molecules 2025 dataset | ωB97M-V/def2-TZVPD
N 1.196 4.108 -2.676
C 1.334 4.048 -4.043
C 1.270 2.717 -4.378
C 1.072 1.976 -3.197
C 1.089 2.855 -2.140
H 1.229 4.949 -2.128
H 1.455 4.934 -4.640
H 1.359 2.297 -5.367
H 1.040 0.905 -3.073
H 1.188 2.660 -1.085
N 2.315 -2.373 6.198
C 1.893 -1.248 5.548
C 1.073 -1.655 4.513
C 0.962 -3.059 4.617
C 1.765 -3.505 5.653
H 2.733 -2.345 7.111
H 2.274 -0.299 5.885
H 0.467 -1.094 3.820
H 0.248 -3.660 4.075
H 1.849 -4.470 6.116
N 5.114 -1.972 2.877
C 6.063 -1.936 1.887
C 5.434 -1.583 0.724
C 4.062 -1.333 1.011
C 3.905 -1.650 2.337
H 5.195 -2.224 3.843
H 7.101 -2.149 2.077
H 5.945 -1.594 -0.226
H 3.274 -1.009 0.355
H 3.016 -1.634 2.949
N -1.979 3.080 -3.219
C -2.663 2.215 -4.023
C -3.999 2.349 -3.697
C -4.082 3.182 -2.571
C -2.804 3.595 -2.251
H -0.991 3.271 -3.277
H -2.148 1.598 -4.740
H -4.759 1.755 -4.181
H -4.986 3.351 -2.007
H -2.408 4.141 -1.414
N 3.074 -3.659 -0.735
C 2.213 -2.994 -1.561
C 2.729 -3.035 -2.843
C 3.881 -3.830 -2.781
C 4.070 -4.238 -1.479
H 2.873 -3.781 0.240
H 1.425 -2.396 -1.133
H 2.362 -2.565 -3.740
H 4.620 -4.003 -3.549
H 4.802 -4.883 -1.026
N -2.506 -3.401 1.302
C -1.992 -4.664 1.303
C -0.623 -4.578 1.443
C -0.319 -3.195 1.394
C -1.491 -2.481 1.333
H -3.490 -3.212 1.313
H -2.664 -5.504 1.214
H 0.082 -5.389 1.387
H 0.646 -2.709 1.400
H -1.667 -1.421 1.258
N -2.506 -0.476 -1.752
C -1.875 -1.674 -1.973
C -0.661 -1.395 -2.560
C -0.601 0.016 -2.762
C -1.757 0.546 -2.265
H -3.393 -0.318 -1.316
H -2.357 -2.556 -1.585
H 0.129 -2.065 -2.842
H 0.201 0.496 -3.297
H -2.111 1.565 -2.203
N -0.699 0.956 -0.389
C 0.321 0.087 -0.107
C 0.870 0.476 1.084
C 0.199 1.643 1.509
C -0.762 1.935 0.557
H -1.158 0.999 -1.285
H 0.471 -0.808 -0.691
H 1.597 -0.045 1.685
H 0.484 2.252 2.353
H -1.426 2.775 0.454
N -5.892 5.197 1.943
C -5.629 3.905 1.562
C -4.318 3.870 1.147
C -3.794 5.186 1.254
C -4.779 5.976 1.782
H -6.765 5.551 2.285
H -6.417 3.179 1.666
H -3.848 2.984 0.751
H -2.784 5.455 0.991
H -4.871 7.025 2.006
```

Atomic partial charges in e from the Löwdin method, atoms 1 to 2: number 1, N, carries 0.01; number 2, C, carries -0.12


Please write out number 1 again, unchanged.
Computed, not measured: a cluster of 8 separate species, C36H45N8O2 in total at a distorted geometry, with ωB97M-V/def2-TZVPD.

Total energy ... -54068.60469 eV
Total charge ... +1

XYZ file:
```
91
C36H45N8O2 | the Open Molecules 2025 dataset | ωB97M-V/def2-TZVPD
O 1.113 -4.240 -0.183
C 1.083 -3.756 -1.255
O -0.036 -3.113 -1.708
C 0.262 -1.762 -2.111
C -1.037 -1.099 -2.655
C -2.227 -1.918 -2.262
C -2.907 -1.666 -1.078
C -3.972 -2.469 -0.723
C -4.354 -3.512 -1.561
C -3.662 -3.727 -2.723
N -2.622 -2.929 -3.049
H 1.928 -3.807 -1.955
H 0.580 -1.232 -1.218
H 1.038 -1.792 -2.873
H -1.117 -0.130 -2.183
H -0.983 -0.977 -3.733
H -2.569 -0.858 -0.454
H -4.472 -2.271 0.210
H -5.173 -4.155 -1.283
H -3.896 -4.532 -3.398
H -2.082 -3.086 -3.889
N 3.151 -0.792 0.723
C 3.976 -0.522 1.779
C 4.409 0.770 1.650
C 3.828 1.300 0.462
C 3.056 0.315 -0.086
H 2.690 -1.669 0.569
H 4.180 -1.267 2.530
H 5.075 1.280 2.327
H 3.960 2.293 0.064
H 2.448 0.308 -0.975
N -2.255 -4.481 -6.252
C -1.179 -3.886 -6.869
C -1.214 -4.234 -8.189
C -2.351 -5.068 -8.380
C -2.975 -5.202 -7.173
H -2.479 -4.408 -5.283
H -0.486 -3.272 -6.318
H -0.505 -3.928 -8.939
H -2.672 -5.517 -9.304
H -3.861 -5.743 -6.889
N 4.026 -5.070 -3.691
C 5.131 -4.636 -4.376
C 6.221 -4.821 -3.572
C 5.762 -5.396 -2.355
C 4.405 -5.537 -2.456
H 3.088 -5.055 -4.044
H 5.045 -4.237 -5.372
H 7.239 -4.579 -3.828
H 6.362 -5.676 -1.506
H 3.682 -5.934 -1.762
N 2.672 3.163 2.964
C 1.589 3.803 2.431
C 1.230 4.813 3.285
C 2.138 4.782 4.377
C 3.016 3.754 4.148
H 3.137 2.373 2.541
H 1.166 3.487 1.493
H 0.408 5.495 3.141
H 2.147 5.438 5.232
H 3.850 3.395 4.725
N 4.208 -4.184 2.117
C 3.782 -4.217 3.420
C 4.849 -4.574 4.199
C 5.962 -4.762 3.334
C 5.536 -4.512 2.058
H 3.632 -3.958 1.328
H 2.762 -3.987 3.677
H 4.835 -4.690 5.269
H 6.960 -5.047 3.619
H 6.060 -4.538 1.118
N -1.862 7.792 3.173
C -1.769 7.770 1.809
C -2.980 7.366 1.312
C -3.839 7.137 2.421
C -3.121 7.411 3.554
H -1.122 8.048 3.800
H -0.854 8.042 1.312
H -3.224 7.248 0.269
H -4.866 6.812 2.391
H -3.394 7.367 4.595
N -7.669 8.796 4.767
C -8.691 7.917 5.002
C -8.161 6.655 5.029
C -6.762 6.779 4.802
C -6.491 8.112 4.646
H -7.769 9.791 4.693
H -9.702 8.263 5.130
H -8.712 5.745 5.193
H -6.039 5.980 4.760
H -5.566 8.630 4.460
```

Atomic partial charges in e from the Löwdin method, atoms 1 to 2: number 1, O, carries 0.14; number 2, C, carries -0.34